C3H10O3 | ωB97M-V/def2-TZVPD

Geometry as XYZ:
```
16
Properties=species:S:1:pos:R:3:nbo_charge:R:1
C -1.721 -1.205 -1.091 -0.63
C -0.808 -0.662 -0.019 -0.28
C -0.518 0.619 0.184 0.11
O 0.467 0.962 1.109 -0.70
H -1.232 -2.009 -1.656 0.21
H -2.155 -0.414 -1.719 0.21
H -2.570 -1.587 -0.511 0.21
H -0.322 -1.279 0.705 0.20
H -1.013 1.453 -0.334 0.16
H 0.089 1.814 1.383 0.49
H 2.600 -3.190 -1.175 0.47
H 3.891 -3.921 -0.773 0.47
O 3.531 -3.046 -0.965 -0.94
H -0.759 4.334 1.939 0.48
H 0.646 4.389 1.440 0.48
O -0.127 3.742 1.485 -0.95
```

Results
**Energy relative to the best compared isomer or geometry (same formula, charge and spin)**: 99.2 kJ/mol
**Structure (SMILES)**: C/C=C/O.O.O